Entry 1:
Formula: C52H143N13O13
Source: OMol25
Level of theory: ωB97M-V with the def2-TZVPD basis set

Last column: Mulliken charge in e.
Atoms and positions in Å:
C1 -1.6699 -1.1283 0.8839  -0.65
C2 -1.0577 -0.9429 -0.4837  0.22
C3 0.1758 -0.0491 -0.4569  0.50
O1 0.9346 -0.1718 -1.6426  -0.46
C4 2.1087 0.6068 -1.4921  0.65
N1 -0.7847 -2.3019 -0.9964  0.03
H1 -2.0506 -0.1963 1.3270  0.09
H2 -1.0255 -1.5627 1.6482  -0.30
H3 -2.6049 -1.6913 0.8517  0.39
H4 -1.6372 -0.3636 -1.2114  0.03
H5 0.7305 -0.3932 0.4317  -0.31
H6 -0.1294 0.9526 -0.1291  -0.22
H7 2.6700 0.4144 -0.5737  -0.16
H8 1.8327 1.6673 -1.5021  0.17
H9 2.7529 0.4476 -2.3566  -0.31
H10 -0.0948 -2.8709 -0.5036  -0.43
H11 -0.3420 -2.0790 -1.8857  0.56
C5 4.6183 5.5323 -6.8572  -1.47
C6 5.2216 4.4714 -5.9750  1.18
C7 4.6127 3.0500 -6.2505  -0.48
O2 3.3392 2.9993 -5.6679  -0.45
C8 2.8354 1.6776 -5.4863  -0.03
N2 6.6682 4.5269 -6.0810  -0.67
H12 3.5308 5.4746 -6.8605  0.34
H13 5.1962 5.5491 -7.7843  0.35
H14 4.8099 6.5424 -6.4817  0.39
H15 5.0647 4.6469 -4.9079  -0.38
H16 5.2334 2.2306 -5.8689  0.25
H17 4.5024 2.9324 -7.3398  0.41
H18 1.7689 1.7025 -5.6916  0.44
H19 3.0272 1.3873 -4.4475  -0.03
H20 3.4157 0.9409 -6.0424  -0.18
H21 6.9454 4.3839 -7.0442  0.23
H22 7.1755 3.9485 -5.4303  0.19
C9 -1.3638 -1.5611 4.6993  -0.80
C10 -0.1620 -2.3640 5.1290  0.57
C11 -0.4624 -3.4729 6.1524  -1.07
O3 0.7468 -4.1355 6.4966  -0.33
C12 0.5748 -5.1174 7.4876  -0.82
N3 0.4333 -3.0048 3.9404  0.42
H23 -0.9821 -0.6127 4.3200  -0.25
H24 -2.0431 -1.4474 5.5474  0.61
H25 -1.9536 -1.9915 3.8874  -0.01
H26 0.5479 -1.7010 5.6320  0.22
H27 -1.1214 -4.2078 5.6636  0.30
H28 -1.0407 -3.1836 7.0369  0.61
H29 -0.1131 -4.7507 8.2581  0.34
H30 1.5467 -5.2706 7.9534  0.26
H31 0.1487 -6.0641 7.1398  0.29
H32 -0.2953 -3.5865 3.5364  -0.71
H33 1.0289 -3.7068 4.3806  0.42
C13 -4.6001 1.4786 2.2144  -1.17
C14 -4.3437 2.8513 1.6244  0.92
C15 -5.4086 3.3149 0.5851  -0.55
O4 -6.6123 3.5923 1.2409  -0.34
C16 -7.6590 4.0842 0.4308  -0.54
N4 -4.0920 3.8535 2.6576  -0.52
H34 -3.7115 1.0676 2.7033  0.23
H35 -4.7684 0.7155 1.4494  -0.05
H36 -5.4113 1.4543 2.9429  0.44
H37 -3.4215 2.7702 1.0367  -0.07
H38 -5.4838 2.4435 -0.0754  0.06
H39 -5.0219 4.2382 0.1403  0.49
H40 -8.4662 4.5126 1.0208  0.27
H41 -8.0632 3.2299 -0.1213  0.10
H42 -7.3342 4.8426 -0.2875  0.28
H43 -4.8581 3.9030 3.3224  0.31
H44 -4.1798 4.7131 2.1200  0.24
C17 -6.9235 -5.2895 2.6078  -1.15
C18 -7.2578 -4.1613 3.6029  0.80
C19 -7.8168 -2.9032 2.9334  -1.02
O5 -6.9819 -2.2929 1.9491  -0.24
C20 -5.5679 -2.4415 2.2237  -0.41
N5 -8.2143 -4.7292 4.5526  -0.79
H45 -5.8692 -5.5830 2.6434  0.23
H46 -7.0557 -4.9356 1.5826  0.14
H47 -7.4395 -6.2295 2.7938  0.50
H48 -6.3175 -4.0301 4.1494  0.21
H49 -7.9453 -2.1876 3.7549  0.31
H50 -8.7797 -3.1284 2.4789  0.35
H51 -4.9643 -1.7891 1.5950  -0.08
H52 -5.1813 -3.4519 2.3081  0.19
H53 -5.4170 -1.9540 3.1949  0.42
H54 -7.8023 -5.4750 5.0970  0.26
H55 -8.4787 -4.0109 5.2227  0.24
C21 1.7677 0.3409 3.0580  -0.12
C22 3.1920 -0.1609 2.8180  1.55
C23 4.3458 0.7348 3.2782  -1.30
O6 4.5885 1.8912 2.5267  0.07
C24 5.6896 2.6467 3.0428  -1.10
N6 3.2274 -1.4859 3.4688  -0.75
H56 1.5489 0.4691 4.1219  0.41
H57 0.9816 -0.3501 2.7366  -0.39
H58 1.4427 1.2220 2.4953  0.32
H59 3.3748 -0.4964 1.7915  -0.69
H60 5.2586 0.1338 3.3409  0.36
H61 4.0498 1.0003 4.3055  0.33
H62 6.6405 2.3433 2.6055  0.25
H63 5.6096 2.5839 4.1295  0.47
H64 5.5067 3.6861 2.7707  0.31
H65 2.8269 -1.4627 4.4069  0.39
H66 2.4976 -2.0610 3.0557  -0.11
C25 3.9135 3.6691 -2.4701  -0.57
C26 4.6502 3.0236 -1.3220  2.53
C27 6.1672 2.8470 -1.5939  -1.26
O7 6.4202 1.8328 -2.5708  -0.11
C28 7.7511 1.6629 -2.9776  -0.94
N7 4.5602 3.8087 -0.0937  -0.86
H67 2.8434 3.6023 -2.2796  -0.19
H68 4.1162 3.1680 -3.4178  -0.48
H69 4.3497 4.6503 -2.6680  0.62
H70 4.2656 2.0188 -1.1149  -0.90
H71 6.7518 2.5733 -0.7086  0.38
H72 6.6466 3.7633 -1.9591  0.41
H73 7.7723 0.9238 -3.7751  0.24
H74 8.3419 1.3715 -2.1025  0.33
H75 8.1864 2.5857 -3.3819  0.31
H76 4.5601 3.1866 0.7147  0.23
H77 3.6026 4.1320 0.0521  0.17
C29 -2.9530 -6.1505 1.8977  -1.49
C30 -1.5104 -5.7462 2.1326  1.17
C31 -0.4473 -6.7890 1.7090  -1.11
O8 0.8892 -6.4005 1.8273  -0.30
C32 1.4194 -6.1406 3.1378  -0.53
N8 -1.2400 -4.4211 1.5645  0.43
H78 -3.3266 -5.8195 0.9251  0.37
H79 -3.5870 -5.5669 2.5652  0.20
H80 -2.9764 -7.2375 1.9811  0.42
H81 -1.3889 -5.6116 3.2168  -0.20
H82 -0.7617 -7.0740 0.7009  0.41
H83 -0.6300 -7.6634 2.3510  0.43
H84 1.9420 -5.1901 2.9847  0.06
H85 2.2593 -6.8046 3.3394  0.40
H86 0.6830 -5.9885 3.9229  0.26
H87 -1.3777 -4.4350 0.5525  0.51
H88 -0.2265 -4.3661 1.5657  -0.78
C33 2.8196 -1.8951 -9.5994  -1.44
C34 3.2265 -1.2534 -8.2646  0.38
C35 2.8175 -2.2300 -7.1319  -0.94
O9 3.2338 -1.6035 -5.9385  -0.02
C36 2.9656 -2.1485 -4.6661  -0.77
N9 4.6271 -0.9709 -8.2273  -0.63
H89 2.9149 -1.2557 -10.4732  0.35
H90 1.7426 -2.0983 -9.5816  0.36
H91 3.2915 -2.8789 -9.6041  0.32
H92 2.6447 -0.3414 -8.1043  0.26
H93 3.3542 -3.1902 -7.1991  0.34
H94 1.7546 -2.4478 -6.9624  0.44
H95 3.2396 -1.4384 -3.8880  -0.01
H96 3.5451 -3.0693 -4.5715  0.33
H97 1.8760 -2.2220 -4.5720  0.42
H98 5.0541 -1.8515 -7.9496  0.32
H99 4.8571 -0.2850 -7.5210  0.31
C37 0.3407 4.4690 -0.4850  -0.42
C38 -0.3494 5.4050 -1.5254  0.47
C39 -1.8191 5.6571 -1.1754  -0.61
O10 -2.1855 6.9277 -1.7082  -0.45
C40 -3.5432 7.2843 -1.4443  -0.68
N10 0.4642 6.6331 -1.6227  -0.80
H100 1.4272 4.4887 -0.5641  -0.25
H101 0.0352 3.4240 -0.5982  -0.20
H102 0.1025 4.7808 0.5337  0.53
H103 -0.2478 4.9597 -2.5222  0.27
H104 -1.9926 5.7639 -0.0980  0.32
H105 -2.4293 4.8156 -1.5151  0.37
H106 -3.7712 7.0721 -0.4000  0.26
H107 -4.1787 6.8137 -2.1977  0.27
H108 -3.7493 8.3396 -1.6276  0.28
H109 -0.2749 7.3240 -1.7349  0.33
H110 1.0469 6.5066 -2.4348  0.29
C41 1.1779 -5.2279 -1.6467  -1.33
C42 2.2231 -4.6495 -0.7433  0.56
C43 3.0596 -3.6114 -1.4816  -0.64
O11 3.8237 -2.8174 -0.5772  -0.42
C44 4.7410 -1.9407 -1.1847  -0.34
N11 1.4594 -3.9243 0.3041  0.18
H111 0.6426 -6.0708 -1.2073  0.24
H112 1.6531 -5.7144 -2.5107  0.51
H113 0.5001 -4.4864 -2.0635  0.18
H114 2.9718 -5.3717 -0.4038  0.44
H115 2.3931 -2.8229 -1.8672  -0.09
H116 3.6825 -4.0185 -2.2825  0.62
H117 5.2307 -1.3396 -0.4227  0.20
H118 4.2279 -1.2557 -1.8688  -0.11
H119 5.4834 -2.4600 -1.7986  0.43
H120 1.9744 -3.1101 0.6279  -0.14
H121 1.3375 -4.5465 1.0962  -0.54
C45 -8.0970 -0.3196 -0.6656  -1.42
C46 -7.2853 -1.2090 -1.6022  0.46
C47 -5.9190 -0.6406 -1.8558  -0.15
O12 -5.3570 -1.4794 -2.8863  -0.48
C48 -3.9481 -1.5950 -2.8946  -0.72
N12 -7.3422 -2.5261 -0.9492  -0.72
H122 -7.8534 -0.2575 0.3929  0.28
H123 -9.1478 -0.6236 -0.6630  0.38
H124 -8.1703 0.6581 -1.1603  0.39
H125 -7.7725 -1.2298 -2.5826  0.32
H126 -5.3256 -0.9090 -0.9711  -0.04
H127 -5.9071 0.3852 -2.2237  0.38
H128 -3.6892 -2.3819 -2.1797  0.27
H129 -3.4675 -0.6196 -2.8151  0.28
H130 -3.6182 -2.0571 -3.8281  0.37
H131 -6.4874 -2.9958 -1.2711  0.39
H132 -7.0441 -2.3729 0.0217  0.14
C49 3.1168 4.8104 3.9559  -1.15
C50 1.6365 5.0701 4.4125  0.40
C51 0.8248 3.8082 4.4923  -0.74
O13 0.3419 3.3628 3.2374  -0.02
C52 -0.7680 2.4945 3.3202  -0.73
N13 1.6325 5.8057 5.6899  -0.83
H133 3.0778 4.3657 2.9612  0.14
H134 3.6115 4.1104 4.6328  0.30
H135 3.6605 5.7535 3.9931  0.41
H136 1.1506 5.6513 3.6246  0.17
H137 -0.0844 3.9796 5.0819  0.36
H138 1.3699 2.9804 4.9687  0.26
H139 -0.8787 2.0312 2.3412  -0.24
H140 -1.6841 3.0525 3.5454  0.51
H141 -0.5334 1.8597 4.1824  0.54
H142 2.2520 5.2473 6.2800  0.31
H143 2.2524 6.5943 5.5138  0.33

Calculated values
ΔE to the lowest compared entry with this formula, charge and spin ... 453.9 kJ/mol
HOMO-LUMO gap ... 0.334 Ha
F_max ... 2.52 eV Å⁻¹


Entry 2:
Formula: C23H25N4STm
Source: OMol25
Level of theory: ωB97M-V with the def2-TZVPD basis set

Last column: Mulliken charge in e.
Atoms and positions in Å:
Tm1 11.7918 11.9453 9.6277  0.53
N1 10.9095 13.1010 13.9852  -0.35
C1 11.0439 12.9965 12.7007  0.67
S1 12.2280 11.7692 12.1567  -0.51
N2 10.3289 13.7328 11.8537  -1.02
N3 10.6393 13.6693 10.5445  0.49
C2 9.7548 14.2080 9.6947  0.52
C3 8.4760 14.8701 10.0746  0.20
C4 8.4660 15.9362 10.9923  -0.12
C5 7.2628 16.3802 11.5196  -0.68
C6 6.0403 15.9187 11.0673  -0.54
C7 6.0691 14.8269 10.1879  -0.52
C8 7.2421 14.2517 9.7290  -0.33
C9 10.1668 14.2405 8.2703  0.57
C10 9.6543 15.1618 7.3899  -0.90
C11 10.0115 15.1377 6.0807  -0.48
C12 10.9787 14.2448 5.6323  -0.94
C13 11.6260 13.4971 6.5852  0.29
N4 11.2236 13.3780 7.8441  -0.14
H1 11.2805 12.4432 14.6848  0.23
H2 10.3796 13.8548 14.2961  0.24
H3 9.4193 16.4134 11.1588  0.49
H4 7.2826 17.1945 12.2051  0.40
H5 5.1052 16.2652 11.5024  0.41
H6 5.0759 14.3924 9.9227  0.34
H7 7.2813 13.4133 9.0858  0.49
H8 8.7868 15.6953 7.5921  0.46
H9 9.5767 15.8147 5.2590  0.38
H10 11.3378 14.0997 4.6292  0.45
H11 12.3980 12.7947 6.1981  0.29
C14 9.8349 7.9400 10.0183  -1.66
C15 10.0819 9.1150 9.0606  0.63
C16 9.3046 10.3980 9.5514  -1.02
C17 11.5318 9.4828 8.9819  -0.13
C18 12.4425 9.3729 10.0592  0.12
C19 13.6625 10.0226 10.1246  -1.37
C20 14.1430 10.6639 9.0110  0.71
C21 15.4928 11.4326 8.9564  -1.06
C22 13.4326 10.4701 7.7950  -0.22
C23 12.1179 9.9781 7.7994  -0.50
H12 8.8731 7.4295 9.8086  0.41
H13 9.9403 8.2677 11.0617  0.41
H14 10.5625 7.1434 9.7877  0.42
H15 9.7190 8.8996 8.0496  0.60
H16 9.7880 10.8842 10.4450  0.23
H17 8.3317 10.1493 9.9271  0.61
H18 9.2968 11.1733 8.7797  0.21
H19 11.9360 9.0111 10.9125  0.27
H20 14.0886 10.1337 11.0999  0.56
H21 15.1106 12.4752 8.7468  0.27
H22 16.1873 11.0201 8.2119  0.36
H23 16.0153 11.3210 9.9481  0.36
H24 13.7411 10.7970 6.7469  0.44
H25 11.5357 10.1206 6.8809  0.43

Calculated values
ΔE to the lowest compared entry with this formula, charge and spin ... 105.2 kJ/mol
Charge ... +2
Multiplicity ... 3
HOMO-LUMO gap (alpha / beta) ... 0.252 / 0.254 Ha
F_max ... 4.10 eV Å⁻¹


Entry 3:
Formula: C3H3O2P
Source: OMol25
Level of theory: ωB97M-V with the def2-TZVPD basis set

Last column: Mulliken charge in e.
Atoms and positions in Å:
C1 -0.4189 -1.8682 -0.5088  -0.20
C2 -1.1994 -2.1118 -1.4238  -0.05
C3 -0.2188 1.3646 -0.0711  -0.62
O1 1.6707 -1.5664 1.5176  -0.52
O2 0.6470 0.4571 0.6090  -0.24
P1 0.6338 -1.1018 0.6290  0.72
H1 -0.0128 2.3966 0.1430  0.26
H2 -1.2073 1.2382 0.1701  0.33
H3 0.1058 1.1916 -1.0650  0.33

Calculated values
ΔE to the lowest compared entry with this formula, charge and spin ... 340.0 kJ/mol
HOMO-LUMO gap ... 0.335 Ha
F_max ... 6.28 eV Å⁻¹


Entry 4:
Formula: C24H40Br6F16O10P2
Source: OMol25
Level of theory: ωB97M-V with the def2-TZVPD basis set

Last column: Mulliken charge in e.
Atoms and positions in Å:
C1 2.3643 -4.1181 0.1946  -0.72
C2 2.5646 -4.0862 1.7411  -0.19
O1 3.2906 -5.1865 2.0661  -0.18
P1 3.7679 -5.5874 3.5952  0.86
O2 3.0759 -4.7813 4.6829  -0.70
O3 5.3661 -5.2340 3.4547  -0.38
C3 5.9791 -3.8672 3.7797  -0.23
C4 6.2963 -3.0987 2.5327  -0.84
O4 3.6354 -7.2506 3.6701  -0.37
C5 2.4406 -7.8323 4.2233  -0.29
C6 1.8224 -8.7433 3.1263  -0.97
H1 3.3343 -4.1870 -0.2979  0.34
H2 1.9729 -5.1268 0.0625  0.32
H3 1.7563 -3.3403 -0.2674  -0.01
H4 3.2607 -3.3184 2.0787  0.08
H5 1.6787 -3.9428 2.3598  0.38
H6 5.2164 -3.3277 4.3411  0.30
H7 6.9098 -3.9182 4.3449  0.31
H8 7.1841 -3.4655 2.0175  0.29
H9 5.3915 -3.0406 1.9276  0.11
H10 6.5312 -2.0462 2.6914  0.35
H11 2.6958 -8.3391 5.1539  0.33
H12 1.7377 -7.0628 4.5425  0.33
H13 1.7033 -8.0952 2.2581  0.22
H14 2.5072 -9.5126 2.7694  0.28
H15 0.9305 -9.2274 3.5241  0.35
C7 -0.4554 7.1991 -2.7111  -1.34
C8 -0.7396 6.4885 -1.4229  -0.02
O5 -0.9036 5.1259 -1.5766  0.15
P2 -0.7060 4.1437 -0.4053  -0.13
O6 -0.9884 2.7356 -0.5927  0.14
O7 0.8668 4.3812 -0.0479  -0.16
C9 1.4577 3.7959 1.1164  -0.18
C10 2.9786 4.3387 1.2211  -1.20
O8 -1.5285 4.9343 0.7200  -0.41
C11 -2.9726 5.0195 0.6619  -0.32
C12 -3.5216 3.7881 1.1127  -1.10
H16 -1.1622 6.9901 -3.5141  0.36
H17 -0.4120 8.2827 -2.6018  0.39
H18 0.4544 6.8605 -3.2069  0.19
H19 0.2084 6.5849 -0.8938  0.28
H20 -1.6199 6.8937 -0.9239  0.19
H21 0.8660 4.1221 1.9717  0.44
H22 1.4551 2.7060 1.1043  0.09
H23 3.0292 5.4100 1.0265  0.30
H24 3.2665 4.2023 2.2635  0.42
H25 3.7048 3.8469 0.5740  0.30
H26 -3.3701 5.9421 1.0850  0.48
H27 -3.2255 5.1755 -0.3868  0.24
H28 -3.8868 3.1561 0.3032  0.27
H29 -2.8031 3.1407 1.6156  0.20
H30 -4.3694 3.8782 1.7918  0.45
C13 0.2820 2.2337 -5.2909  -0.99
C14 -0.8088 1.2351 -5.1064  0.91
C15 -1.8763 1.5921 -4.0042  0.43
F1 -2.3020 2.8824 -4.3496  -0.29
F2 -2.8503 0.7044 -4.0073  -0.23
F3 -1.3187 0.9976 -6.3195  -0.35
F4 -0.2729 0.0623 -4.7155  -0.11
O9 0.6920 2.9825 -4.0836  -0.25
C16 2.1307 3.0028 -4.0492  0.57
C17 2.6112 3.9653 -2.8564  0.90
F5 3.8439 3.8417 -2.4234  -0.30
F6 2.4471 5.2454 -3.1444  -0.28
F7 2.4129 1.7488 -3.7858  -0.22
F8 2.6413 3.3243 -5.2383  -0.27
H31 -0.0787 2.9402 -6.0385  0.37
H32 1.0846 1.7008 -5.8007  0.50
H33 -1.4384 1.6009 -3.0061  0.04
H34 2.0321 3.7319 -1.9629  -0.36
C18 -4.0378 -0.4751 2.4790  -0.46
C19 -5.0209 -0.6450 3.6147  1.05
C20 -6.3873 0.0496 3.3822  0.09
F9 -6.3119 1.3585 3.3500  -0.26
F10 -7.0225 -0.2960 2.2956  -0.21
F11 -5.1470 -1.9421 4.0499  -0.28
F12 -4.4195 -0.0467 4.6839  -0.32
O10 -4.6334 -1.3234 1.5134  -0.44
C21 -4.5434 -0.9818 0.0651  0.83
C22 -4.9959 -2.1519 -0.7725  0.02
F13 -4.9270 -1.9872 -2.0455  -0.21
F14 -4.2655 -3.2810 -0.4853  -0.22
F15 -5.2212 0.1312 -0.1107  -0.24
F16 -3.2121 -0.7532 -0.1848  -0.17
H35 -3.0539 -0.8063 2.8113  0.40
H36 -3.7668 0.5353 2.1727  -0.01
H37 -7.1159 -0.1019 4.1786  0.21
H38 -6.0476 -2.4228 -0.6793  0.19
C23 -0.1364 -3.1657 -4.0991  0.35
Br1 -2.0833 -3.6374 -4.1792  -0.02
Br2 0.3398 -2.7048 -5.9694  -0.07
Br3 0.9550 -4.6529 -3.3381  -0.06
H39 0.0123 -2.3938 -3.3440  -0.34
C24 0.4407 -0.5958 -0.4059  -0.03
Br4 1.4647 -0.6957 1.2809  -0.04
Br5 -0.6609 -2.2492 -0.6530  0.10
Br6 1.6644 -0.2918 -1.9160  0.03
H40 -0.1352 0.3288 -0.3680  0.02

Calculated values
HOMO-LUMO gap ... 0.355 Ha
F_max ... 5.18 eV Å⁻¹


Entry 5:
Formula: C3H7N3O
Source: OMol25
Level of theory: ωB97M-V with the def2-TZVPD basis set

Last column: Mulliken charge in e.
Atoms and positions in Å:
C1 -0.0341 -0.3924 -0.3477  0.55
N1 1.3366 -0.9244 -0.3786  -0.78
N2 1.0727 1.9296 0.0720  -0.62
C2 -0.6889 0.2042 0.8657  -0.83
C3 -0.1357 1.1172 -0.2102  0.06
O1 -2.0889 -1.4759 -0.0863  -0.42
N3 -0.8014 -1.2396 0.5492  -0.15
H1 -2.1417 -2.4465 -0.0156  0.34
H2 1.2618 -1.9174 -0.5945  0.31
H3 1.6858 -0.9083 0.5801  0.30
H4 1.8780 1.2988 0.0029  0.31
H5 1.2183 2.5996 -0.6828  0.30
H6 -1.6911 0.5496 1.0900  0.26
H7 -0.8715 1.6055 -0.8442  0.36

Calculated values
ΔE to the lowest compared entry with this formula, charge and spin ... 919.6 kJ/mol
HOMO-LUMO gap (alpha / beta) ... 0.244 / 0.245 Ha
F_max ... 6.76 eV Å⁻¹


Entry 6:
Formula: C2H3Cl2NO2
Source: OMol25
Level of theory: ωB97M-V with the def2-TZVPD basis set

Last column: Mulliken charge in e.
Atoms and positions in Å:
C1 0.4184 0.4990 -0.1534  0.68
C2 1.8220 -0.2297 -0.0374  -0.82
N1 -2.4873 -0.0542 -0.2245  0.05
O1 0.2997 1.6406 -0.5037  -0.55
O2 -0.4845 -0.3530 0.0267  -0.35
Cl1 -2.9559 -1.5518 0.3808  0.06
Cl2 -2.8960 1.2372 0.6183  0.13
H1 1.7766 -0.9018 0.8070  0.31
H2 2.6432 0.6107 0.0598  0.25
H3 1.8637 -0.8969 -0.9736  0.24

Calculated values
ΔE to the lowest compared entry with this formula, charge and spin ... 554.0 kJ/mol
HOMO-LUMO gap (alpha / beta) ... 0.279 / 0.299 Ha
F_max ... 3.50 eV Å⁻¹


Result set for energy: -3756.5673; -2593.3448; -607.8011; -19415.5986; -357.6996; -1203.4406 Ha, one per record in the order listed.